Here is a structure of composition C25H28F3N2O4Sb2V from the OMol25 dataset. Energies are from ωB97M-V with the def2-TZVPD basis set.

- LUMO level (spin up / spin down) (eV) = -11.57 / -10.96
- energy (hartree) = -3102.88382
- 2S+1 = 2
- frontier orbital gap (spin up / spin down) (hartree) = 0.196 / 0.219
- E_HOMO (spin up / spin down) (eV) = -16.91 / -16.92
- energy relative to the best compared isomer or geometry (same formula, charge and spin) (kcal per mole) = 26.8
- charge = +3

The geometry in XYZ format:
```
65
Properties=species:S:1:pos:R:3:forces:R:3
V 0.7345 0.8823 0.0025 0.61 0.14 0.06
C -2.3555 1.5753 -3.0323 0.09 0.14 0.10
Sb -1.3314 0.3425 -1.6611 -0.33 -0.33 -0.24
C -0.1366 -0.8779 -2.9365 0.05 0.07 -0.05
C -2.7901 -1.0907 -0.9839 0.25 -0.09 0.00
C -2.1723 -2.4593 -0.8741 -0.24 0.47 -0.13
C -2.2063 -3.2990 -1.9825 0.01 -0.16 -0.15
C -1.6016 -4.5474 -1.9603 -0.07 0.09 -0.08
C -0.9400 -4.9699 -0.8171 0.04 -0.01 0.03
C -0.9201 -4.1521 0.3003 -0.05 0.03 0.06
C -1.5409 -2.9012 0.2896 0.15 -0.01 0.38
C -1.5822 -2.1098 1.5650 0.11 -0.03 -0.01
Sb 0.0882 -0.8349 1.9623 -0.16 -0.16 0.04
C -0.4707 0.1776 3.7197 0.04 0.05 0.01
C 1.7177 -2.0417 2.5277 0.06 -0.01 -0.04
H -2.7945 0.8678 -3.7348 -0.04 0.07 -0.06
H -1.6652 2.2434 -3.5396 0.00 -0.01 -0.03
H -3.1213 2.1313 -2.5004 -0.03 -0.02 -0.03
H -0.7883 -1.1995 -3.7487 0.04 -0.03 -0.02
H 0.2266 -1.7570 -2.4069 -0.02 -0.01 0.01
H 0.6908 -0.3021 -3.3485 0.01 -0.02 -0.04
H -3.5270 -1.0201 -1.7843 -0.10 -0.14 0.08
H -3.2175 -0.6727 -0.0784 -0.12 -0.09 0.01
H -2.7380 -2.9799 -2.8723 0.01 -0.02 0.00
H -1.6635 -5.1942 -2.8252 0.00 0.02 0.00
H -0.4746 -5.9456 -0.7830 -0.01 -0.01 0.00
H -0.4658 -4.5156 1.2164 -0.01 0.01 -0.01
H -1.5545 -2.7632 2.4405 -0.10 -0.04 -0.04
H -2.4391 -1.4476 1.6668 -0.11 -0.10 -0.02
H -0.7419 -0.6043 4.4288 -0.04 0.06 0.07
H -1.3244 0.8214 3.5234 -0.03 0.00 0.05
H 0.3653 0.7533 4.1118 0.01 -0.01 0.01
H 1.5317 -2.3306 3.5616 0.05 -0.06 0.00
H 2.6423 -1.4723 2.4676 0.03 -0.03 0.03
H 1.7631 -2.9241 1.8932 0.02 -0.03 0.02
F 5.6579 -0.3317 -4.3463 -0.02 0.00 -0.04
C 5.9405 -0.5896 -3.0720 -0.02 0.06 0.11
F 6.9235 0.2107 -2.6723 -0.02 -0.01 -0.01
F 6.3207 -1.8525 -2.9515 0.00 -0.06 0.01
C 4.6915 -0.3125 -2.2312 0.06 -0.02 -0.08
C 4.2528 1.0008 -2.1054 0.11 0.01 -0.03
C 3.1248 1.2429 -1.3655 -0.21 -0.27 0.14
N 2.4206 0.2349 -0.7753 0.37 -0.13 -0.40
C 2.8563 -1.0431 -0.9040 -0.16 0.38 0.03
C 3.9886 -1.3434 -1.6212 0.12 -0.12 -0.05
H 4.7896 1.8209 -2.5646 0.01 -0.01 0.01
H 2.7659 2.2563 -1.2194 -0.03 0.01 0.03
H 2.2694 -1.8143 -0.4228 -0.02 -0.02 0.01
H 4.3203 -2.3693 -1.7079 0.01 0.01 0.00
O 1.9679 3.4121 2.7492 0.17 -0.01 0.01
C 0.9919 3.1290 2.1941 -0.03 0.22 0.23
O 1.1591 2.0218 1.1174 -0.27 0.30 0.13
C -0.4020 3.5499 2.3157 0.09 -0.08 -0.10
C -0.7434 4.4589 3.3216 -0.03 0.07 0.07
C -2.0701 4.8359 3.4751 -0.01 -0.02 -0.05
C -3.0574 4.3076 2.6461 0.02 0.10 0.14
C -2.6772 3.4124 1.6641 -0.33 -0.24 0.06
C -1.3732 3.0415 1.4776 0.11 0.00 -0.06
N -3.6863 2.7949 0.7744 0.20 0.79 -0.35
O -4.8055 3.2078 0.8168 -0.05 -0.26 0.15
O -3.2667 1.9534 -0.0226 -0.09 -0.33 0.10
H 0.0251 4.8605 3.9699 -0.01 0.00 0.01
H -2.3439 5.5412 4.2477 0.01 0.00 0.00
H -4.0978 4.5836 2.7580 0.00 0.00 0.01
H -1.1395 2.3972 0.6472 -0.10 -0.12 -0.06
```
Forces are in eV/Å.

=====

Here is a cluster of 5 separate species, C10H15N5 in total at a distorted geometry from the OMol25 dataset. Energies are from ωB97M-V with the def2-TZVPD basis set.

- LUMO level (eV) = 0.43
- energy (hartree) = -663.76159
- frontier orbital gap (hartree) = 0.437
- E_HOMO (eV) = -11.46
- energy relative to the best compared isomer or geometry (same formula, charge and spin) (kcal per mole) = 28.9
- SMILES string = CC#N.CC#N.CC#N.CC#N.CC#N

The geometry in XYZ format:
```
30
Properties=species:S:1:pos:R:3:forces:R:3
C -3.5128 2.0310 -2.9110 0.79 -0.65 1.25
C -2.5984 1.9364 -1.7840 0.42 -0.15 0.54
N -1.8742 1.8850 -0.8943 -0.09 -0.04 0.02
H -3.4764 1.0784 -3.4194 -0.25 0.01 -0.44
H -3.1437 2.8558 -3.4597 -0.03 0.76 -1.10
H -4.4637 2.2204 -2.4631 -0.90 0.13 -0.20
C -1.1076 -1.2818 -2.0783 -0.25 -0.08 -1.64
C -2.5659 -1.3243 -2.4306 1.39 -0.48 -0.51
N -3.6252 -1.3349 -2.8785 0.07 0.06 0.42
H -1.0087 -0.5723 -1.2975 0.33 0.30 1.10
H -0.5371 -0.8436 -2.9294 -0.72 -0.17 0.32
H -0.6060 -2.2471 -1.9040 -0.79 0.30 0.36
C 0.6376 0.4982 3.5599 2.53 2.16 0.97
C 1.8357 0.0556 4.3558 1.32 -0.53 0.68
N 2.8031 -0.2674 4.9329 -2.36 0.72 -1.37
H 0.2203 1.3856 4.0846 0.13 -0.61 -0.43
H -0.0688 -0.2525 3.4764 -1.33 -1.50 -0.20
H 1.0190 0.8120 2.5750 -0.38 -0.18 0.32
C 1.4553 1.3906 -0.7356 -1.64 -0.38 -0.58
C 0.9940 1.4615 -2.1621 0.81 -0.06 2.70
N 0.5044 1.7557 -3.1439 -0.47 0.01 -1.69
H 0.5968 1.8436 -0.1740 0.93 -0.18 -0.32
H 2.3695 1.9406 -0.6519 0.42 0.40 0.23
H 1.5828 0.3712 -0.3453 -0.02 0.24 -0.46
C 2.7925 -2.7408 2.3803 -1.45 -1.57 -0.56
C 1.6977 -2.1768 1.5801 0.71 0.08 0.18
N 0.8987 -1.6803 0.9229 -0.13 -0.06 0.03
H 2.5533 -3.7769 2.6483 -0.09 0.11 -0.22
H 2.9215 -2.2537 3.2938 0.13 1.17 1.34
H 3.7066 -2.7691 1.8526 0.92 0.20 -0.77
```
Forces are in eV/Å.

=====

Here is a structure of composition C22H25Br2F3N2O6S from the OMol25 dataset. Energies are from ωB97M-V with the def2-TZVPD basis set.

- LUMO level (eV) = -0.48
- energy (hartree) = -7260.14015
- frontier orbital gap (hartree) = 0.316
- E_HOMO (eV) = -9.07

The geometry in XYZ format:
```
61
Properties=species:S:1:pos:R:3:forces:R:3
F 2.4918 1.7294 2.9380 -0.06 -0.03 -0.14
C 1.9435 1.3176 1.7835 0.11 0.01 0.13
F 2.7067 0.2931 1.3336 -0.04 0.06 0.09
Br 2.0484 2.7474 0.4922 -0.01 -0.02 0.00
C 0.5114 0.7809 2.0236 0.06 0.06 0.01
F 0.6684 -0.1876 2.9828 0.03 0.01 -0.11
Br -0.5757 2.1908 2.8055 0.02 -0.06 -0.01
C -0.0944 0.2041 0.7600 -0.11 -0.01 -0.01
C -1.2800 -0.7298 1.0084 0.00 0.18 0.37
C -2.6378 -0.0839 1.1664 0.15 0.24 -0.37
C -3.0356 1.0286 0.3406 0.43 -0.33 -0.08
C -4.2491 1.6086 0.4227 -0.29 0.29 -0.12
C -5.1758 1.0894 1.3570 -0.12 -0.17 0.35
N -6.4331 1.4879 1.5821 0.06 0.28 -0.26
S -7.0291 0.5328 2.7114 0.06 -0.21 0.16
N -5.7733 -0.4301 2.9952 -0.07 0.11 -0.11
C -4.7973 -0.0214 2.1717 -0.26 -0.04 0.33
C -3.5101 -0.5957 2.0661 0.09 -0.08 0.09
H 0.6870 -0.3484 0.2436 0.05 -0.02 -0.01
H -0.3537 1.0383 0.1125 0.03 -0.03 -0.09
H -1.3169 -1.4720 0.2115 -0.03 0.09 -0.18
H -1.0803 -1.2798 1.9281 0.00 -0.18 -0.07
H -2.3476 1.4129 -0.3996 0.12 -0.04 0.01
H -4.5213 2.4370 -0.2143 -0.05 0.04 -0.01
H -3.2284 -1.4306 2.6923 -0.09 -0.03 0.09
O 6.2135 4.4887 -1.1853 -0.01 0.05 -0.03
C 6.3057 3.7733 -0.2342 -0.01 -0.08 -0.05
O 6.2493 4.2385 1.0365 0.01 0.02 0.04
C 6.4664 3.1719 1.9754 0.01 -0.05 0.04
C 6.1118 1.8967 1.2194 0.00 -0.03 -0.12
C 6.4946 2.2665 -0.2118 -0.13 -0.02 0.24
H 7.5140 3.1938 2.2838 0.01 -0.01 -0.01
H 5.8378 3.3494 2.8443 -0.02 0.06 -0.02
H 6.6183 1.0149 1.6067 0.04 0.04 0.02
H 5.0374 1.7249 1.2767 -0.03 -0.02 0.03
H 7.5422 2.0529 -0.4310 0.01 -0.01 -0.04
H 5.8700 1.8015 -0.9695 0.08 0.03 -0.09
O -4.4662 -3.1522 -2.9257 0.05 0.00 0.00
C -5.2890 -2.7969 -2.1369 -0.07 -0.07 -0.08
O -5.0085 -1.9256 -1.1377 0.03 0.15 0.08
C -6.1557 -1.7511 -0.2932 -0.21 -0.29 0.35
C -7.3538 -2.1325 -1.1523 0.03 0.01 -0.13
C -6.7507 -3.2038 -2.0585 -0.06 0.25 0.10
H -6.0541 -2.4133 0.5723 0.03 -0.08 -0.06
H -6.1833 -0.7389 0.0952 0.07 0.11 -0.32
H -8.2066 -2.4643 -0.5640 0.03 -0.03 0.03
H -7.6669 -1.2763 -1.7519 -0.01 0.01 0.02
H -6.8001 -4.1987 -1.6128 0.00 -0.03 -0.03
H -7.1847 -3.2378 -3.0534 0.05 -0.11 -0.03
O 1.4873 -0.6220 -1.9106 -0.05 -0.03 0.02
C 2.5661 -1.0767 -2.1571 0.06 0.10 0.04
O 2.7338 -2.1478 -2.9613 0.00 -0.05 -0.02
C 4.1216 -2.5219 -3.0192 0.08 -0.01 0.01
C 4.8913 -1.2640 -2.6302 -0.05 0.07 0.05
C 3.9171 -0.5935 -1.6628 0.14 -0.07 -0.24
H 4.2835 -3.3412 -2.3156 0.01 0.01 0.01
H 4.3370 -2.8718 -4.0252 -0.07 0.00 -0.02
H 5.8688 -1.4805 -2.2045 -0.02 -0.04 0.03
H 5.0348 -0.6328 -3.5078 0.01 -0.01 -0.01
H 4.0458 -0.9413 -0.6364 -0.01 0.03 0.04
H 3.9535 0.4926 -1.6767 -0.08 0.01 0.11
```
Forces are in eV/Å.

=====

Per-record M, g/mol: 771.97 205.27 662.32